23
Properties=species:S:1:pos:R:3:forces:R:3:nbo_charge:R:1 method="wB97M-V/def2-TZVPD" multiplicity=1 molar_mass_g_mol=152.18 lumo_energy_ev=0.180 total_energy_ha=-691.90282 orbital_gap_ha=0.31886 e_above_lowest_kj_mol=304.6
C -1.57165 -0.21267 -1.62071 2.797 2.363 -2.176 -0.2201
C -0.78850 -1.40865 -1.33748 2.318 -1.206 0.766 -0.2214
C -2.79607 -0.02592 -1.23566 -0.605 0.962 0.683 -0.3818
C 1.40516 -0.31835 -0.91463 1.354 2.222 -0.671 -0.4581
C 2.04191 -0.12090 0.43788 -2.888 -1.012 2.103 -0.3817
C 0.15540 1.61488 1.40825 0.831 -0.385 -0.315 -0.4705
C 0.54586 -1.48997 -0.95182 -4.395 1.295 -2.188 -0.1634
C 1.17704 0.48053 1.61305 0.860 0.266 -2.067 -0.2526
C -0.23214 0.23534 1.74162 -1.618 -0.139 1.378 -0.3675
P -1.41617 -0.81782 2.24966 0.863 -0.339 0.132 0.4227
H -1.10041 0.64788 -2.23377 -0.445 -1.542 0.934 0.1962
H -1.39592 -2.31420 -1.44097 0.463 0.007 0.254 0.2111
H -3.09236 -0.74977 -0.54679 -1.494 -1.105 0.932 0.1872
H -3.32301 0.91482 -1.32923 -0.122 -0.239 -0.258 0.2076
H 0.83836 0.66489 -1.10134 0.945 -1.508 -0.597 0.2084
H 2.28778 -0.53952 -1.64730 -1.570 0.911 0.886 0.2254
H 2.05233 -1.11713 0.90338 1.675 -0.019 -0.368 0.2119
H 2.86399 0.52378 0.47843 1.880 0.157 -0.366 0.2147
H 0.14289 2.39325 2.16276 -0.323 0.046 -0.197 0.2309
H -0.00271 1.87635 0.35249 -0.040 0.246 0.566 0.2226
H 1.05924 -2.39866 -0.91470 0.309 -1.605 0.440 0.2034
H 1.88419 0.48980 2.43918 -0.745 0.143 0.522 0.2295
H -2.53374 0.02526 2.41974 -0.052 0.479 -0.392 -0.0544

***

23
Properties=species:S:1:pos:R:3:forces:R:3:mulliken_spin:R:1 method="wB97M-V/def2-TZVPD" multiplicity=2 molar_mass_g_mol=122.21 lumo_energy_ev="4.013 / 3.983" total_energy_ha=-351.27427 orbital_gap_ha="0.11483 / 0.26627" charge=-1 e_above_lowest_kj_mol=13.3
C 1.22695 -0.51360 2.59555 0.093 0.059 0.782 -0.0742
C -1.04288 -0.90225 -0.46973 0.073 -0.210 -0.736 0.4560
C -0.57994 -0.70452 0.87185 -0.132 0.171 0.448 0.0968
C -0.09218 -1.28259 -1.45488 0.321 0.091 0.482 -0.1011
C 0.74704 -0.80739 1.21066 0.268 -0.015 -0.687 -0.1355
C 1.23382 -1.41012 -1.12574 0.064 -0.141 0.230 0.0835
C 1.69854 -1.14547 0.21137 -0.026 0.031 0.129 0.4409
H -2.05114 -0.67736 -0.78118 -0.235 -0.028 0.171 0.0864
H -1.28548 -0.43225 1.65184 -0.096 -0.003 0.034 0.0250
H -0.38057 -1.48059 -2.47826 -0.237 -0.020 -0.138 0.0140
H 1.95880 -1.79228 -1.83233 -0.014 0.086 -0.315 0.0074
H 0.52492 -0.83456 3.36991 -0.126 -0.242 -0.095 0.0019
H 1.36534 0.54886 2.81438 0.108 0.184 -0.354 0.0250
H 2.75507 -1.24897 0.43822 -0.069 0.020 0.145 0.0585
H 2.18721 -0.99646 2.80757 -0.071 -0.053 -0.090 0.0100
C -2.09050 2.75236 -0.98831 0.490 -0.862 0.173 0.0042
C -0.56991 2.48099 -0.88510 -0.674 0.741 -0.231 -0.0113
H -2.62589 1.79386 -0.93806 0.035 0.262 -0.155 -0.0072
H -2.44174 3.36051 -0.16314 -0.164 0.228 0.095 0.0033
H -2.30756 3.22943 -1.93944 -0.285 0.200 -0.006 -0.0070
H -0.36418 1.56777 -0.33424 0.183 0.020 -0.035 0.0101
H -0.09292 3.34926 -0.41989 0.172 -0.177 0.056 -0.0056
H -0.19164 2.41991 -1.90435 0.322 -0.342 0.095 0.0189

***

23
Properties=species:S:1:pos:R:3:forces:R:3:mulliken_spin:R:1 method="wB97M-V/def2-TZVPD" multiplicity=2 molar_mass_g_mol=122.21 lumo_energy_ev="3.491 / 3.429" total_energy_ha=-351.26161 orbital_gap_ha="0.09034 / 0.24047" charge=-1 e_above_lowest_kj_mol=46.5
C -0.61776 -3.94069 0.94242 -0.323 0.035 0.697 0.0387
C -0.56989 -2.43645 0.70199 0.297 0.525 0.144 -0.0573
H -1.22412 -4.21011 1.81506 -0.227 0.127 -0.197 -0.0033
H -1.03438 -4.46156 0.08534 0.162 -0.208 -0.104 -0.0104
H 0.36372 -4.34288 1.20002 0.083 0.016 -0.349 -0.0090
H -1.28311 -2.04527 -0.02436 0.110 -0.332 -0.259 0.0103
H -0.76591 -1.80205 1.56380 -0.065 -0.416 0.466 0.0192
H 0.43414 -2.13359 0.40818 -0.105 0.011 -0.361 0.0132
C 1.43212 0.04533 -1.44402 -0.276 0.103 -0.289 -0.0551
C 0.37948 2.35503 -1.46742 0.264 0.075 0.863 0.0968
C 0.54892 1.08571 -0.82874 -0.230 -0.105 -0.681 0.2272
C -0.18905 3.39809 -0.77998 0.034 0.189 0.299 0.0046
C -0.64077 3.29287 0.57451 0.394 -0.434 -0.141 0.3668
C -0.01030 0.94086 0.48665 0.628 0.447 0.218 0.2754
C -0.47275 2.02469 1.19549 -0.917 0.078 -0.395 -0.0902
H 0.80574 2.54323 -2.44963 -0.107 -0.144 -0.089 0.0347
H -0.25855 4.38737 -1.19597 -0.008 0.246 -0.591 0.0093
H 0.96279 -0.93926 -1.52532 0.107 -0.167 0.246 0.0219
H 2.43490 -0.07796 -0.98597 -0.078 -0.082 0.313 0.0460
H -1.02854 4.18402 1.04794 -0.064 -0.153 0.318 0.0323
H -0.01928 -0.02007 0.97211 0.175 -0.102 0.061 0.0933
H -0.88674 1.82793 2.18031 0.070 0.153 0.171 -0.0119
H 1.63931 0.32477 -2.47242 0.075 0.138 -0.342 -0.0525

***

23
Properties=species:S:1:pos:R:3:forces:R:3:nbo_charge:R:1 method="wB97M-V/def2-TZVPD" multiplicity=1 molar_mass_g_mol=122.21 lumo_energy_ev=1.001 smiles=Cc1ccccc1.CC total_energy_ha=-351.31806 orbital_gap_ha=0.36579 e_above_lowest_kj_mol=31.9
C -1.30201 0.19195 0.59945 -0.930 -0.231 0.426 -0.6274
C 0.14141 -3.83836 0.88078 0.078 -0.079 0.760 -0.2251
C -0.92663 -3.56492 0.04256 -0.031 0.300 0.088 -0.2044
C 0.74725 -2.80841 1.60935 -0.243 0.324 -0.593 -0.2076
C -1.41756 -2.26806 -0.03505 -0.045 0.473 -0.001 -0.2156
C 0.28056 -1.50849 1.47305 -0.462 -0.247 -0.130 -0.2041
C -0.82284 -1.21519 0.65255 0.913 -0.699 0.294 -0.0154
H 0.40780 -4.85693 1.13868 0.226 -0.046 -0.505 0.2124
H -1.40866 -4.32262 -0.55975 0.015 -0.232 0.229 0.2137
H 1.60760 -2.97819 2.24079 -0.101 -0.272 0.158 0.2122
H -2.32686 -2.06282 -0.58520 0.059 -0.038 -0.288 0.2055
H 0.69218 -0.71903 2.09017 0.199 0.056 -0.135 0.2032
H -0.72779 0.83936 -0.03927 0.273 0.081 -0.414 0.2234
H -1.21149 0.58141 1.60864 -0.203 0.358 0.110 0.2151
H -2.35666 0.21527 0.29731 0.230 0.211 0.035 0.2132
C 1.06466 2.84023 -1.11242 -0.130 0.612 0.240 -0.6058
C 1.14625 4.23142 -1.76949 -0.852 -0.374 0.472 -0.6078
H 1.82920 2.16404 -1.48001 0.091 -0.107 0.023 0.2060
H 1.14768 2.95354 -0.02638 0.221 -0.261 -0.130 0.2007
H 0.09162 2.39138 -1.29958 -0.035 -0.043 -0.077 0.1973
H 0.54563 4.22632 -2.67903 0.533 0.089 -0.359 0.2035
H 0.62513 4.95311 -1.13170 0.281 0.039 0.022 0.2006
H 2.17355 4.55497 -1.91544 -0.087 0.084 -0.225 0.2066

***

23
Properties=species:S:1:pos:R:3:forces:R:3:nbo_charge:R:1 method="wB97M-V/def2-TZVPD" multiplicity=1 molar_mass_g_mol=122.21 lumo_energy_ev=0.975 smiles=Cc1ccccc1.CC total_energy_ha=-351.26713 orbital_gap_ha=0.36882 e_above_lowest_kj_mol=165.6
C -1.67500 1.44552 -3.96776 0.609 -0.745 -0.746 -0.6104
C -0.13227 1.36341 -4.01160 -0.786 -1.315 1.135 -0.6104
H -2.20601 0.50994 -4.19883 0.496 0.169 -0.383 0.2019
H -2.08751 1.70605 -3.03568 -0.159 0.597 1.402 0.2045
H -1.95250 2.19254 -4.66960 -0.732 0.620 -0.612 0.2016
H 0.32400 1.90465 -3.18186 -0.002 0.232 -0.189 0.2032
H 0.13133 0.30439 -3.84302 0.323 0.444 -0.329 0.2030
H 0.24935 1.71684 -4.95404 0.260 -0.010 -0.256 0.2074
C -0.38611 -2.29147 2.79981 -1.865 -4.088 0.727 -0.6353
C 1.03857 0.93942 1.68373 -1.185 0.298 0.894 -0.1763
C 0.99622 0.98554 0.29592 -0.177 -2.044 2.154 -0.2477
C 0.41634 -0.03267 2.54844 1.715 3.242 0.475 -0.2224
C 0.06781 -1.20796 1.97456 -0.543 -0.075 -0.468 -0.0333
C 0.43331 -0.21984 -0.16480 -0.334 0.572 -1.713 -0.1856
C 0.03890 -1.31674 0.56726 -0.857 0.609 0.457 -0.2343
H 1.38107 1.75905 2.23778 0.654 1.439 0.451 0.1929
H 1.32121 1.85468 -0.28258 -0.158 -0.636 0.082 0.2305
H 0.27192 0.37343 3.66721 0.450 -1.786 -2.552 0.2249
H 0.14260 -0.21168 -1.18329 0.009 -0.329 -1.179 0.1982
H -1.27483 -2.84782 2.35369 0.979 0.655 0.002 0.2115
H -0.84469 -2.00625 3.76641 1.057 -0.029 -0.161 0.2247
H -0.63307 -2.09711 0.11618 1.288 0.625 0.347 0.2211
H 0.39052 -3.14993 2.85418 -1.042 1.556 0.463 0.2303

***

23
Properties=species:S:1:pos:R:3:forces:R:3:nbo_charge:R:1 method="wB97M-V/def2-TZVPD" multiplicity=1 molar_mass_g_mol=122.21 lumo_energy_ev=0.840 smiles=Cc1ccccc1.CC total_energy_ha=-351.22985 orbital_gap_ha=0.35466 e_above_lowest_kj_mol=263.5
C 1.38017 -1.07258 2.76445 -1.177 0.786 1.309 -0.6540
C 2.35586 -0.44843 -1.49707 -1.656 0.223 -0.605 -0.2435
C 1.69119 -1.55024 -0.92052 -0.900 -2.076 -2.596 -0.1773
C 2.60071 0.59295 -0.68334 -2.439 -3.224 6.170 -0.1716
C 1.38922 -1.87026 0.38950 1.904 1.777 -0.068 -0.2344
C 2.18757 0.38532 0.75845 0.703 -3.942 -4.216 -0.2110
C 1.75571 -0.86874 1.28536 -1.289 2.197 0.747 -0.0073
H 2.30347 -0.24710 -2.57966 0.490 -0.812 0.458 0.2181
H 1.28112 -2.19459 -1.71110 0.357 -0.306 0.459 0.2012
H 2.95072 1.52355 -0.78071 1.469 3.232 -1.445 0.2034
H 1.08625 -2.79033 0.85549 -0.570 -0.433 -0.801 0.2230
H 2.50251 1.14406 1.31637 0.743 2.990 2.890 0.1874
H 1.18929 -2.13596 3.06019 0.612 0.815 -0.454 0.2171
H 0.47392 -0.52678 3.26303 0.828 -0.715 -1.935 0.2264
H 2.09078 -0.59242 3.42524 0.910 -0.508 0.083 0.2225
C -3.08887 0.99790 -1.76877 1.702 -1.758 3.882 -0.6098
C -3.78887 1.64453 -0.51415 2.101 1.193 0.314 -0.6270
H -3.02984 -0.11846 -1.45890 -0.254 1.605 -1.478 0.2073
H -3.55931 1.24712 -2.65538 -1.369 -0.096 -1.672 0.2014
H -2.05804 1.32145 -1.91736 0.126 -0.006 0.345 0.2027
H -3.32899 2.63927 -0.18791 -0.652 -0.906 -1.013 0.1994
H -4.78102 1.83004 -0.90740 -0.592 -0.123 1.195 0.2123
H -3.60356 1.08969 0.46420 -1.048 0.085 -1.569 0.2137